This record from the Open Molecules 2025 dataset describes a structure of composition C11H28IO8PS. The level of theory is ωB97M-V with the def2-TZVPD basis set.

Element x y z (Å)
O 5.131 -2.110 1.898
S 4.632 -0.927 1.257
O 3.159 -1.286 0.764
C 2.520 -0.399 -0.192
C 2.378 1.048 0.292
C 0.934 1.517 0.385
I -0.064 1.489 -1.491
O 5.310 -0.966 -0.334
P 6.714 -0.240 -0.516
O 7.021 0.778 0.486
O 6.623 0.277 -2.008
O 7.730 -1.453 -0.626
H 3.065 -0.452 -1.128
H 1.544 -0.846 -0.357
H 2.905 1.706 -0.399
H 2.827 1.182 1.277
H 0.891 2.527 0.779
H 0.352 0.890 1.055
H 7.127 1.098 -2.091
H 7.538 -2.123 0.045
C -2.744 -1.065 -6.255
C -1.975 -1.242 -4.957
O -2.308 -0.303 -3.952
C -3.656 -0.298 -3.519
C -4.126 -1.617 -2.929
H -2.598 -0.060 -6.652
H -2.394 -1.786 -6.994
H -3.815 -1.223 -6.122
H -0.910 -1.090 -5.138
H -2.089 -2.266 -4.583
H -4.321 0.015 -4.333
H -3.700 0.481 -2.757
H -4.111 -2.424 -3.662
H -5.150 -1.516 -2.569
H -3.489 -1.908 -2.093
C -1.448 -0.773 4.267
C -0.818 0.605 4.373
O -1.456 1.598 3.590
C -2.819 1.847 3.885
C -3.072 2.313 5.309
H -1.469 -1.106 3.228
H -0.870 -1.490 4.850
H -2.471 -0.787 4.645
H 0.206 0.570 3.999
H -0.759 0.918 5.422
H -3.430 0.967 3.657
H -3.116 2.628 3.185
H -2.802 1.554 6.044
H -4.131 2.537 5.440
H -2.497 3.214 5.525

The value obtained for the gap between HOMO and LUMO is 9.94 eV. The HOMO energy comes out at -9.4 eV. As for the multiplicity: 1. Its charge is 0. The value obtained for the molar mass is 478.282 g/mol.

This record from the Open Molecules 2025 dataset describes a structure of composition C11H28N4OPmS4. The level of theory is ωB97M-V with the def2-TZVPD basis set.

Element x y z (Å)
Pm 0.813 0.790 -0.144
C -2.464 -0.399 1.317
C -2.666 0.976 0.683
N -1.729 1.239 -0.423
C -2.253 0.824 -1.736
C -1.192 1.043 -2.795
N -0.001 0.212 -2.521
C -0.147 -1.191 -2.985
C -0.249 -2.242 -1.880
C 1.068 -2.554 -1.169
N 1.299 -1.717 0.033
C 0.747 -2.302 1.267
C 0.825 -1.292 2.396
N -0.063 -0.130 2.144
C -1.487 -0.416 2.486
H -2.151 -1.114 0.549
H -3.420 -0.764 1.696
H -2.519 1.754 1.437
H -3.695 1.079 0.327
H -1.564 2.247 -0.468
H -3.155 1.389 -1.994
H -2.537 -0.231 -1.688
H -0.880 2.089 -2.797
H -1.611 0.819 -3.781
H 0.791 0.629 -3.006
H 0.711 -1.431 -3.616
H -1.033 -1.258 -3.621
H -0.622 -3.161 -2.336
H -1.007 -1.944 -1.147
H 1.902 -2.375 -1.850
H 1.104 -3.609 -0.885
H 2.309 -1.649 0.149
H 1.289 -3.208 1.555
H -0.290 -2.593 1.085
H 1.850 -0.923 2.485
H 0.565 -1.784 3.337
H 0.253 0.612 2.760
H -1.812 0.322 3.222
H -1.535 -1.389 2.980
S 3.236 0.404 -1.437
S 3.409 2.520 -1.494
S 1.475 3.314 -1.895
S 0.505 3.526 -0.081
C 2.524 2.498 2.616
O 2.569 1.485 1.590
H 3.529 2.694 2.983
H 1.929 2.104 3.439
H 2.076 3.409 2.225
H 3.302 1.696 0.988

The value obtained for the gap between HOMO and LUMO (alpha / beta) is 8.12 / 8.13 eV. Its expectation value of S² is 6.005. The HOMO energy (alpha / beta) comes out at -10.5 / -10.5 eV. As for the multiplicity: 5. Its charge is +1. The value obtained for the molar mass is 505.640 g/mol.

This record from the Open Molecules 2025 dataset describes a cluster of 2 separate species, C11H29BClNO8PS in total. The level of theory is ωB97M-V with the def2-TZVPD basis set.

Element x y z (Å)
O 8.004 -0.703 1.608
S 6.804 -0.028 1.261
O 6.857 0.859 0.145
Cl 5.360 -1.463 1.004
C 6.197 0.839 2.717
C 6.064 2.357 2.556
C 5.088 2.868 1.489
C 3.608 2.820 1.852
N 3.061 1.414 1.682
C 1.549 1.361 1.531
B 0.944 -0.017 2.174
O 0.714 -0.076 3.524
O 0.673 -1.085 1.379
H 6.944 0.634 3.484
H 5.288 0.342 3.056
H 5.728 2.720 3.533
H 7.048 2.795 2.397
H 5.326 3.920 1.323
H 5.217 2.382 0.521
H 3.429 3.122 2.884
H 3.044 3.473 1.190
H 3.519 0.998 0.870
H 3.288 0.908 2.533
H 1.126 2.235 2.019
H 1.323 1.332 0.466
H 1.484 -0.054 4.096
H 1.340 -1.143 0.684
O -5.076 0.145 -1.857
P -4.159 -0.998 -1.851
O -2.648 -0.546 -1.567
C -2.298 0.033 -0.311
C -2.364 -0.940 0.851
O -3.978 -1.483 -3.373
C -4.730 -0.888 -4.435
C -4.012 0.303 -5.038
O -4.163 -2.438 -1.194
C -5.428 -3.098 -0.925
C -6.236 -3.362 -2.177
H -2.938 0.901 -0.124
H -1.274 0.394 -0.430
H -3.387 -1.263 1.046
H -1.986 -0.467 1.759
H -1.775 -1.830 0.641
H -5.725 -0.608 -4.089
H -4.867 -1.665 -5.188
H -3.588 0.945 -4.267
H -4.695 0.893 -5.650
H -3.186 -0.027 -5.670
H -6.001 -2.494 -0.218
H -5.174 -4.032 -0.430
H -6.596 -2.434 -2.625
H -7.107 -3.970 -1.932
H -5.636 -3.880 -2.924

The value obtained for the gap between HOMO and LUMO is 8.30 eV. The HOMO energy comes out at -12.1 eV. As for the multiplicity: 1. Its charge is +1. The value obtained for the molar mass is 412.658 g/mol.